No. 1
Here is 2 unconnected molecules or ions with the total composition C6H14N2 at a distorted geometry from OMol25. Energies are from the ωB97M-V functional and the def2-TZVPD basis.

Cartesian coordinates (Å):
1 H 0.211 -2.557 1.716
2 H -0.070 -1.922 0.268
3 H 0.541 -0.631 -3.322
4 C 0.577 0.220 -2.690
5 C 0.799 0.288 0.476
6 H 1.498 2.268 0.211
7 H 0.017 -0.697 3.569
8 C -1.745 -0.551 -2.059
9 H 2.135 1.456 1.741
10 C -0.101 0.000 2.766
11 H -1.697 -1.160 -2.954
12 H 0.364 2.023 1.493
13 H 0.098 1.140 -3.235
14 H -1.869 -1.114 -1.109
15 H -2.601 0.184 -2.094
16 H 1.541 0.368 -2.104
17 C -0.502 0.254 -1.736
18 H -1.053 0.375 2.405
19 H 0.592 0.815 3.027
20 N 0.310 -0.513 1.419
21 C 1.226 1.560 0.993
22 N -0.272 -1.807 1.220

Cartesian forces (eV/Å) of the 3 atoms listed first:
0.359 0.597 0.192
0.074 -0.737 -1.863
0.520 -0.881 -1.060

Results
Lowest unoccupied orbital energy (spin up / spin down): 1.0 / 1.0 eV
Calculated total energy: -346.22575 Ha
Multiplicity: 1
Largest force on an atom: 0.0904 Eh/bohr
ΔE to the lowest compared entry with this formula, charge and spin: 8.202 eV
Kohn-Sham gap (spin up / spin down): 7.458 / 7.458 eV

***

No. 2
Here is 2 unconnected molecules or ions with the total composition C6H14N2 from OMol25. Energies are from the ωB97M-V functional and the def2-TZVPD basis.

Cartesian coordinates (Å):
1 C -1.262 0.052 -0.564
2 C -1.475 -1.449 -0.666
3 H 3.161 -1.021 -1.436
4 C 2.231 0.920 1.027
5 H -2.126 1.777 0.403
6 H -2.179 0.562 -2.314
7 C -2.313 0.705 0.341
8 H -0.716 -1.892 -1.306
9 H -0.277 0.227 -0.130
10 H -1.025 1.609 -1.863
11 H -1.418 -1.926 0.314
12 N 2.393 0.436 -0.287
13 C 1.888 0.191 2.089
14 H 3.568 -1.136 0.396
15 N -1.244 0.618 -1.919
16 H -3.306 0.540 -0.084
17 H -2.296 0.276 1.344
18 H 1.730 0.696 3.031
19 H 1.736 -0.877 2.024
20 H 2.319 1.997 1.105
21 H -2.462 -1.681 -1.075
22 C 3.072 -0.625 -0.429

Cartesian forces (eV/Å) of the 3 atoms listed first:
-0.196 -0.019 0.005
0.005 -0.084 0.176
0.071 -0.180 0.041

Results
SMILES: C=CN=C.CC(C)N
Lowest unoccupied orbital energy: 0.8 eV
Calculated total energy: -346.46542 Ha
Multiplicity: 1
Largest force on an atom: 0.0116 Eh/bohr
ΔE to the lowest compared entry with this formula, charge and spin: 1.680 eV
Kohn-Sham gap: 9.921 eV

***

No. 3
Here is C6H14N2 in the gas phase at a distorted geometry from OMol25. Energies are from the ωB97M-V functional and the def2-TZVPD basis.

Cartesian coordinates (Å):
1 H -1.913 0.359 2.089
2 N -0.827 -0.208 -0.590
3 H -2.004 -1.436 1.863
4 H 1.803 -0.717 1.179
5 H 1.223 -1.169 -2.378
6 H 2.238 -0.103 -1.298
7 C 1.147 0.166 1.009
8 H -1.916 -0.327 -2.261
9 H 0.375 0.199 1.626
10 C -2.086 -0.288 0.041
11 C 0.549 -0.237 -0.323
12 H -3.333 -0.520 1.691
13 H -2.693 0.346 -0.532
14 H 2.592 1.293 0.035
15 H 1.185 2.167 0.370
16 H 1.943 -1.783 -1.003
17 C 1.850 1.474 0.801
18 N -0.982 -0.287 -2.026
19 C 1.467 -0.931 -1.351
20 C -2.325 -0.409 1.539
21 H 2.175 1.830 1.776
22 H -0.467 0.580 -2.257

Cartesian forces (eV/Å) of the 3 atoms listed first:
0.891 1.585 1.616
1.246 -1.532 0.238
0.493 1.016 0.061

Results
Lowest unoccupied orbital energy (spin up / spin down): 1.0 / 1.0 eV
Calculated total energy: -346.33227 Ha
Multiplicity: 1
Largest force on an atom: 0.1030 Eh/bohr
ΔE to the lowest compared entry with this formula, charge and spin: 5.303 eV
Kohn-Sham gap (spin up / spin down): 7.302 / 7.298 eV

***

No. 4
Here is 2 unconnected molecules or ions with the total composition C6H14N2 at a distorted geometry from OMol25. Energies are from the ωB97M-V functional and the def2-TZVPD basis.

Cartesian coordinates (Å):
1 H -3.707 0.868 0.017
2 H -1.545 1.340 -1.099
3 C -3.069 0.059 -0.335
4 H 2.682 -0.649 1.757
5 C 2.527 0.089 -0.150
6 H -3.195 -0.758 0.374
7 N 2.039 -0.246 1.092
8 H 1.178 -0.788 1.039
9 H 0.121 -2.369 -0.647
10 H 4.570 0.060 0.356
11 C -1.136 0.952 0.991
12 C -1.608 0.508 -0.386
13 C -0.733 -0.672 -0.961
14 C 3.824 0.265 -0.398
15 H 1.663 0.282 -0.900
16 H -0.125 1.344 0.927
17 N -0.146 -1.496 -0.200
18 H -3.454 -0.259 -1.302
19 H 4.244 0.618 -1.322
20 H -1.177 0.115 1.685
21 H -1.780 1.743 1.372
22 H -1.176 -1.005 -1.910

Cartesian forces (eV/Å) of the 3 atoms listed first:
0.087 0.171 -0.044
0.094 -0.038 0.097
0.044 -0.214 -0.040

Results
SMILES: [H]/N=C/C(C)C.C=CN
Lowest unoccupied orbital energy: 0.9 eV
Calculated total energy: -346.46551 Ha
Multiplicity: 1
Largest force on an atom: 0.0687 Eh/bohr
ΔE to the lowest compared entry with this formula, charge and spin: 1.678 eV
Kohn-Sham gap: 8.714 eV

***

No. 5
Here is a gas-phase ion, C6H14N2 (charge +1) at a distorted geometry from OMol25. Energies are from the ωB97M-V functional and the def2-TZVPD basis.

Cartesian coordinates (Å):
1 C -0.919 -0.254 -1.190
2 H 0.449 -1.835 1.681
3 C 0.685 1.343 -0.378
4 H -0.774 1.682 -2.180
5 H -0.384 0.751 2.798
6 H 0.430 2.274 2.152
7 H 1.030 -1.805 -1.279
8 C 0.002 -1.884 0.558
9 N 0.236 0.654 0.733
10 H -0.625 -1.183 -1.761
11 H 1.921 0.960 -0.524
12 H 0.703 2.503 -0.263
13 C -0.140 0.994 -1.655
14 N 1.088 -2.286 -0.374
15 H -1.562 -0.535 0.892
16 H -0.637 -2.808 0.390
17 H 1.980 -2.133 0.105
18 H 0.614 0.874 -2.425
19 C -0.263 1.408 1.897
20 C -0.674 -0.509 0.357
21 H -2.034 -0.177 -1.198
22 H -1.125 1.967 1.667

Cartesian forces (eV/Å) of the 3 atoms listed first:
-0.932 -1.524 0.323
-1.134 -0.676 -2.533
3.339 2.632 -2.123

Results
Net charge: +1
Lowest unoccupied orbital energy (spin up / spin down): -2.9 / -7.4 eV
Calculated total energy: -346.14405 Ha
Multiplicity: 2
Largest force on an atom: 0.0924 Eh/bohr
ΔE to the lowest compared entry with this formula, charge and spin: 2.045 eV
Kohn-Sham gap (spin up / spin down): 10.459 / 5.917 eV

***

No. 6
Here is a gas-phase ion, C6H14N2 (charge +1) at a distorted geometry from OMol25. Energies are from the ωB97M-V functional and the def2-TZVPD basis.

Cartesian coordinates (Å):
1 C -0.962 -0.224 -1.164
2 C -0.628 -0.469 0.287
3 H -1.993 0.094 -1.282
4 C -0.222 1.282 1.917
5 H 1.955 -1.647 -0.040
6 C 0.018 0.877 -1.615
7 H 0.370 2.410 -0.067
8 H 0.395 -1.954 1.555
9 C 0.698 1.406 -0.332
10 H -0.434 1.792 -2.023
11 N 1.198 -2.275 -0.302
12 H -0.795 -1.125 -1.753
13 H 1.756 1.500 -0.574
14 H 0.495 2.053 2.204
15 H 1.004 -2.105 -1.286
16 H -0.277 0.669 2.819
17 H -0.732 -2.583 0.181
18 N 0.311 0.498 0.822
19 H 0.573 0.549 -2.493
20 H -1.219 1.719 1.770
21 C 0.059 -1.914 0.535
22 H -1.570 -0.551 0.841

Cartesian forces (eV/Å) of the 3 atoms listed first:
0.694 0.642 -0.512
0.639 -0.584 0.851
-0.103 -0.136 0.105

Results
Net charge: +1
Lowest unoccupied orbital energy (spin up / spin down): -2.7 / -7.7 eV
Calculated total energy: -346.18338 Ha
Multiplicity: 2
Largest force on an atom: 0.0898 Eh/bohr
ΔE to the lowest compared entry with this formula, charge and spin: 0.975 eV
Kohn-Sham gap (spin up / spin down): 11.521 / 6.043 eV